Density functional theory data (ωB97M-V/def2-TZVPD) for a cluster of 2 separate species, C11H30BrIN8O4P3 in total at a distorted geometry.

LUMO = -3.725 eV

```
! wB97M-V def2-TZVPD RIJCOSX def2/J DEFGRID3
* xyz 1 1
C -4.910 -0.169 1.323
C -5.042 -0.611 -0.131
Br -3.491 -0.035 -1.206
C -5.359 -2.106 -0.372
N -5.072 -2.999 0.756
P -6.344 -3.750 1.693
N -6.802 -2.970 2.947
C -3.805 -3.284 1.065
N -3.384 -4.104 2.040
C -2.067 -4.080 2.001
I -0.964 -5.180 3.335
N -1.613 -3.246 1.030
P 0.042 -2.860 0.620
O 0.907 -3.976 0.923
O 0.381 -1.590 1.504
O 0.063 -2.422 -0.896
N -2.753 -2.760 0.430
H -4.400 -0.883 1.965
H -5.898 0.068 1.715
H -4.354 0.767 1.339
H -5.874 -0.050 -0.549
H -6.416 -2.211 -0.613
H -4.826 -2.483 -1.248
H -7.352 -3.987 0.740
H -5.842 -5.008 2.049
H -6.314 -2.092 3.071
H -0.396 -1.044 1.695
H -0.700 -1.880 -1.153
H -2.710 -2.117 -0.357
O 1.907 3.770 -1.172
P 2.903 2.695 -0.907
N 4.073 3.512 0.031
C 5.484 3.189 0.118
C 3.566 4.164 1.236
N 3.461 2.403 -2.496
C 4.859 2.262 -2.858
C 2.717 3.027 -3.585
N 3.319 1.085 -0.423
C 2.606 0.039 -1.189
C 3.029 0.820 1.005
H 5.700 2.231 0.613
H 5.998 3.967 0.683
H 5.962 3.184 -0.857
H 3.356 3.460 2.053
H 2.645 4.703 1.017
H 4.282 4.897 1.604
H 5.368 3.232 -2.916
H 4.943 1.785 -3.838
H 5.392 1.612 -2.164
H 2.965 4.087 -3.708
H 1.646 2.946 -3.425
H 2.940 2.510 -4.522
H 1.517 0.133 -1.088
H 2.900 -0.952 -0.840
H 2.856 0.076 -2.244
H 1.994 1.057 1.274
H 3.692 1.393 1.651
H 3.211 -0.229 1.232
*
```

Density functional theory data (ωB97M-V/def2-TZVPD) for a structure of composition C4H7NO3 at a distorted geometry.

Energy relative to the best compared isomer or geometry (same formula, charge and spin) = 87.6 kcal/mol
LUMO = 0.202 eV

```
! wB97M-V def2-TZVPD RIJCOSX def2/J DEFGRID3
* xyz 0 1
C 1.221 -0.220 -0.400
C -0.056 0.497 0.031
C -1.318 -0.270 -0.009
C -1.363 -1.602 0.009
O 1.678 -1.107 0.521
O 2.375 0.749 -0.275
O -2.482 0.462 0.026
N 0.076 1.706 0.403
H 2.609 -0.324 0.553
H 1.992 1.535 0.179
H -2.367 1.295 -0.448
H 1.190 -0.566 -1.444
H -0.782 2.136 0.747
H -0.459 -2.178 0.116
H -2.314 -2.111 -0.008
*
```

How do the records compare in HOMO? In the order shown, they have -10.16, -9.76 eV.